Below is C38H54MgN2O3PSSi as an isolated structure, with properties calculated with ωB97M-V with the def2-TZVPD basis set.

highest occupied orbital energy = -10.77 eV
net charge = +1
orbital gap = 8.30 eV
energy = -3044.91109 hartree
spin multiplicity = 1

The geometry in XYZ format:
```
101
Properties=species:S:1:pos:R:3:nbo_charge:R:1
Mg -0.145 0.658 1.166 1.74
C -2.662 2.303 3.885 -0.65
C -1.243 1.822 3.736 -0.02
C -0.969 0.451 3.689 -0.34
C 0.350 -0.026 3.735 -0.04
C 0.625 -1.502 3.834 -0.66
C 1.387 0.903 3.739 -0.21
C 1.141 2.276 3.750 0.00
C 2.282 3.251 3.788 -0.64
C -0.178 2.719 3.758 -0.20
H -3.339 1.810 3.186 0.23
H -2.733 3.381 3.750 0.22
H -3.014 2.073 4.892 0.25
H -1.792 -0.255 3.744 0.24
H 0.519 -1.979 2.857 0.26
H -0.078 -1.978 4.517 0.23
H 1.635 -1.682 4.198 0.22
H 2.412 0.551 3.785 0.22
H 3.057 2.912 4.474 0.23
H 1.947 4.238 4.102 0.23
H 2.737 3.344 2.799 0.23
H -0.381 3.782 3.827 0.22
N 1.567 1.960 -0.926 -0.88
P 2.436 1.383 0.447 0.96
C 3.816 2.589 0.431 -0.39
C 5.052 2.204 0.948 -0.20
C 6.097 3.112 1.001 -0.19
C 5.912 4.411 0.549 -0.19
C 4.677 4.807 0.058 -0.20
C 3.627 3.902 0.010 -0.17
C 3.304 -0.065 -0.244 -0.36
C 3.392 -1.216 0.534 -0.21
C 4.010 -2.351 0.035 -0.14
C 4.537 -2.344 -1.248 -0.20
C 4.482 -1.190 -2.017 -0.20
C 3.882 -0.049 -1.510 -0.20
C 0.384 2.648 -0.852 0.43
C -0.014 3.504 -1.890 -0.29
C -1.179 4.221 -1.757 -0.12
C -1.942 4.089 -0.594 -0.24
C -1.507 3.212 0.364 0.05
N -0.371 2.498 0.249 -0.70
H 2.082 2.092 -1.784 0.41
H 5.189 1.190 1.307 0.22
H 7.057 2.806 1.395 0.23
H 6.726 5.122 0.598 0.23
H 4.529 5.822 -0.285 0.22
H 2.655 4.229 -0.343 0.20
H 2.952 -1.225 1.524 0.21
H 4.073 -3.246 0.640 0.22
H 5.004 -3.236 -1.644 0.23
H 4.902 -1.177 -3.014 0.23
H 3.879 0.857 -2.106 0.20
H 0.601 3.593 -2.775 0.23
H -1.504 4.882 -2.549 0.24
H -2.856 4.648 -0.459 0.23
H -2.063 3.060 1.282 0.21
C -0.877 -2.989 -4.488 -0.62
C -0.246 -2.532 -3.178 0.28
C 0.328 -1.124 -3.336 -0.64
C 0.853 -3.497 -2.740 -0.63
O -1.290 -2.572 -2.195 -0.96
Si -1.646 -1.740 -0.852 2.25
S 0.124 -1.435 0.271 -1.18
O -2.297 -0.254 -1.140 -0.97
C -3.547 -0.008 -1.856 0.28
C -3.226 0.880 -3.052 -0.62
C -4.230 -1.280 -2.362 -0.66
C -4.474 0.700 -0.874 -0.62
O -2.780 -2.513 0.012 -0.97
C -2.898 -3.811 0.619 0.28
C -1.777 -4.036 1.632 -0.63
C -2.859 -4.881 -0.467 -0.63
C -4.245 -3.817 1.333 -0.61
H -0.111 -3.103 -5.256 0.21
H -1.611 -2.260 -4.835 0.21
H -1.379 -3.946 -4.342 0.22
H 1.058 -1.129 -4.147 0.21
H 0.822 -0.808 -2.417 0.22
H -0.462 -0.412 -3.578 0.21
H 1.661 -3.507 -3.472 0.21
H 0.446 -4.504 -2.646 0.22
H 1.254 -3.183 -1.775 0.22
H -2.597 0.341 -3.761 0.21
H -2.701 1.776 -2.734 0.20
H -4.146 1.172 -3.560 0.22
H -3.541 -1.884 -2.951 0.23
H -5.078 -1.013 -2.992 0.22
H -4.585 -1.884 -1.530 0.23
H -4.027 1.632 -0.533 0.20
H -4.646 0.053 -0.011 0.22
H -5.433 0.922 -1.344 0.22
H -0.812 -4.109 1.130 0.22
H -1.957 -4.958 2.187 0.22
H -1.738 -3.203 2.336 0.20
H -1.915 -4.824 -1.009 0.22
H -3.672 -4.724 -1.178 0.22
H -2.960 -5.873 -0.026 0.22
H -4.275 -3.030 2.088 0.21
H -4.398 -4.780 1.821 0.21
H -5.054 -3.648 0.622 0.21
```

---

Below is C38H54N7O2RhSeSi2Te as an isolated structure, with properties calculated with ωB97M-V with the def2-TZVPD basis set.

highest occupied orbital energy (alpha / beta) = -10.81 / -12.49 eV
net charge = +2
orbital gap (alpha / beta) = 7.00 / 5.32 eV
⟨S²⟩ = 6.04
ΔE to the lowest compared entry with this formula, charge and spin = 0.0 kcal per mole
energy = -5372.66598 hartree
spin multiplicity = 5

The geometry in XYZ format:
```
106
Properties=species:S:1:pos:R:3:mulliken_spin:R:1
Rh -19.367 -11.852 -2.277 1.03
C -21.707 -12.310 1.128 0.03
C -20.772 -11.754 0.175 0.24
N -20.061 -12.668 -0.732 0.33
N -20.411 -13.953 -0.729 0.20
C -19.876 -14.535 -1.851 0.07
O -19.198 -13.881 -2.721 0.14
C -20.019 -15.970 -2.119 -0.04
C -19.122 -16.516 -3.046 0.05
C -19.281 -17.872 -3.420 -0.02
C -20.265 -18.621 -2.811 0.03
C -21.080 -18.090 -1.823 -0.01
C -21.007 -16.740 -1.530 0.04
C -20.593 -10.398 -0.134 0.20
C -21.253 -9.360 0.513 0.19
C -21.236 -8.049 0.060 -0.04
C -20.616 -7.803 -1.160 0.18
C -20.006 -8.860 -1.798 -0.02
N -20.007 -10.125 -1.355 0.17
H -21.388 -13.327 1.428 0.02
H -22.709 -12.484 0.689 0.03
H -21.743 -11.608 1.935 0.00
H -18.393 -15.877 -3.553 0.00
H -18.664 -18.297 -4.211 0.00
H -20.407 -19.637 -3.080 0.00
H -21.847 -18.681 -1.354 0.00
H -21.669 -16.269 -0.851 0.00
H -21.738 -9.516 1.436 0.01
H -21.792 -7.299 0.602 0.00
H -20.620 -6.812 -1.564 0.01
H -19.539 -8.758 -2.783 -0.02
C -16.870 -9.666 1.121 0.03
N -16.654 -9.215 -0.245 0.00
C -16.324 -7.932 -0.558 0.01
C -16.198 -7.889 -1.914 0.00
N -16.367 -9.143 -2.398 0.00
C -16.269 -9.509 -3.777 0.00
C -16.641 -9.970 -1.357 0.05
Se -16.928 -11.831 -1.476 0.20
H -17.726 -9.193 1.565 0.00
H -16.023 -9.457 1.747 0.00
H -16.989 -10.743 1.019 -0.02
H -16.249 -7.145 0.155 0.00
H -15.890 -7.100 -2.578 0.00
H -16.772 -8.769 -4.421 0.00
H -16.793 -10.452 -3.911 0.01
H -15.222 -9.658 -4.061 0.00
C -13.095 -16.938 -1.347 0.00
Si -14.904 -16.622 -1.368 0.04
C -15.977 -18.102 -1.474 0.03
C -15.349 -15.392 -2.725 0.01
C -15.308 -15.713 0.264 0.02
Te -17.256 -14.960 0.286 0.68
C -17.793 -15.240 2.298 0.01
Si -17.423 -13.808 3.475 0.04
C -18.468 -12.424 2.825 -0.01
C -17.886 -14.302 5.169 0.00
C -15.647 -13.325 3.392 0.01
H -12.873 -17.449 -2.286 0.00
H -12.799 -17.566 -0.546 0.00
H -12.541 -16.003 -1.297 0.00
H -16.031 -18.507 -2.474 0.00
H -16.999 -17.919 -1.120 -0.01
H -15.609 -18.882 -0.767 0.00
H -15.213 -15.774 -3.721 0.00
H -14.668 -14.545 -2.610 0.00
H -16.374 -14.983 -2.680 0.00
H -14.686 -14.843 0.268 0.03
H -15.080 -16.259 1.182 -0.01
H -17.382 -16.220 2.591 0.01
H -18.882 -15.407 2.242 0.00
H -19.529 -12.575 3.041 -0.01
H -18.304 -12.285 1.754 0.02
H -18.218 -11.496 3.310 0.00
H -18.894 -14.768 5.166 0.00
H -17.970 -13.428 5.817 0.00
H -17.182 -14.968 5.646 0.00
H -15.352 -12.932 2.428 0.00
H -14.946 -14.153 3.566 0.00
H -15.411 -12.550 4.096 0.00
C -21.261 -10.492 -8.167 0.00
N -20.517 -11.187 -7.164 0.00
N -19.890 -10.490 -6.137 0.00
C -19.664 -11.333 -5.089 -0.03
O -18.915 -10.984 -4.125 0.01
C -20.286 -12.561 -5.429 -0.03
C -20.766 -12.428 -6.708 0.03
C -21.466 -13.440 -7.565 0.00
C -19.241 -9.274 -6.340 0.00
C -18.184 -9.180 -7.209 0.00
C -17.663 -7.955 -7.582 0.00
C -18.088 -6.816 -6.904 0.00
C -19.118 -6.931 -5.985 0.00
C -19.737 -8.142 -5.733 0.00
H -20.901 -9.490 -8.313 0.00
H -22.322 -10.491 -7.908 0.00
H -21.092 -11.019 -9.128 0.00
H -20.174 -13.405 -4.798 -0.01
H -21.440 -14.373 -7.004 0.00
H -20.870 -13.550 -8.509 0.00
H -22.487 -13.185 -7.838 0.00
H -17.837 -10.086 -7.702 0.00
H -16.923 -7.894 -8.407 0.00
H -17.602 -5.890 -7.109 0.00
H -19.428 -6.061 -5.420 0.00
H -20.633 -8.235 -5.141 0.00
```